A cluster of 5 separate species, C10H29NO5 in total, computed with ωB97M-V/def2-TZVPD.

Structure (ORCA input):
```
! wB97M-V def2-TZVPD RIJCOSX def2/J DEFGRID3
* xyz 0 1
C -0.398 1.297 -5.447
O -0.490 -0.014 -4.875
H -0.641 1.264 -6.511
H -1.135 1.946 -4.975
H 0.626 1.639 -5.336
H -0.940 -0.596 -5.491
O 3.616 1.130 -2.459
H 3.704 1.370 -1.531
H 4.173 0.353 -2.569
O 2.030 -2.759 -4.898
H 1.840 -3.540 -4.372
H 2.016 -2.029 -4.259
O 1.428 -0.772 -2.985
H 0.687 -0.496 -3.551
H 1.773 0.039 -2.592
C -2.540 1.794 2.693
C -1.764 0.613 2.114
C -1.458 0.940 0.657
C -0.557 -0.088 0.017
C 0.758 -0.210 0.797
C 0.592 -0.362 2.312
N -0.476 0.527 2.794
O -0.701 0.249 4.178
C 0.369 -1.834 2.669
C 1.884 0.078 2.992
C -2.651 -0.632 2.232
H -3.480 1.897 2.150
H -1.973 2.723 2.606
H -2.793 1.660 3.747
H -2.389 1.115 0.113
H -0.936 1.906 0.654
H -0.335 0.174 -1.021
H -1.027 -1.071 -0.071
H 1.398 0.646 0.574
H 1.231 -1.115 0.411
H 1.225 -2.426 2.337
H 0.291 -1.944 3.750
H -0.515 -2.256 2.200
H 2.197 1.074 2.671
H 1.738 0.124 4.073
H 2.678 -0.644 2.797
H -2.355 -1.422 1.545
H -3.687 -0.380 2.012
H -2.581 -1.037 3.243
H -0.432 1.067 4.605
*
```

Properties
largest force on an atom: 0.8 eV Å⁻¹
HOMO: -8.6 eV
ΔE to the lowest compared entry with this formula, charge and spin: 0.0 kcal per mole
LUMO level: 0.45 eV
HOMO-LUMO gap: 9.02 eV
SMILES: CC1(C)CCCC(C)(C)N1O.CO.O.O.O
DFT total energy: -22566.9440 eV

Atomic partial charges in e from the Löwdin method, atoms 1 to 4:
1. C -0.1155
2. O -0.1397
3. H 0.0819
4. H 0.0775